Entry 1:
{"formula": "C32H83N9O12", "method": "ωB97M-V/def2-TZVPD", "symbols": ["C", "O", "N", "N", "H", "H", "H", "H", "C", "O", "N", "N", "H", "H", "H", "H", "C", "O", "C", "C", "N", "C", "C", "O", "C", "H", "H", "H", "H", "H", "H", "H", "H", "H", "H", "H", "H", "H", "H", "H", "C", "O", "C", "C", "N", "C", "C", "O", "C", "H", "H", "H", "H", "H", "H", "H", "H", "H", "H", "H", "H", "H", "H", "H", "C", "O", "C", "C", "N", "C", "C", "O", "C", "H", "H", "H", "H", "H", "H", "H", "H", "H", "H", "H", "H", "H", "H", "H", "C", "O", "C", "C", "N", "C", "C", "O", "C", "H", "H", "H", "H", "H", "H", "H", "H", "H", "H", "H", "H", "H", "H", "H", "C", "O", "C", "C", "N", "C", "C", "O", "C", "H", "H", "H", "H", "H", "H", "H", "H", "H", "H", "H", "H", "H", "H", "H"], "coordinates": [[-1.02407, -3.80771, 2.34209], [-0.77774, -2.61345, 2.36729], [-0.91864, -4.60633, 1.30000], [-1.42959, -4.55870, 3.33738], [-0.62388, -4.19009, 0.42824], [-1.30872, -5.53746, 1.33037], [-1.73818, -5.44195, 2.95692], [-1.78852, -4.11928, 4.17295], [-2.10569, 0.84081, 0.79636], [-2.18843, 2.04709, 0.91364], [-1.10019, 0.03830, 1.16152], [-3.03449, 0.11702, 0.14193], [-1.19755, -0.96327, 1.07505], [-0.40130, 0.33067, 1.82948], [-3.22941, -0.85210, 0.34911], [-3.56161, 0.66850, -0.51998], [0.24789, 1.15981, -2.59520], [1.53858, 0.54420, -2.35873], [1.43413, -0.71537, -1.60890], [2.81498, -1.44701, -1.49878], [3.33556, -2.08386, -2.75186], [3.80431, -1.14722, -3.78916], [4.43144, -1.89926, -4.97042], [5.59482, -2.60874, -4.73076], [6.69947, -1.91211, -5.32767], [-0.10292, 1.53261, -1.63288], [-0.38669, 0.48218, -3.16636], [0.29783, 2.13443, -3.08073], [0.61183, -1.23928, -2.09618], [0.99788, -0.47315, -0.63982], [2.54849, -2.26645, -0.83126], [3.59521, -0.95474, -0.91825], [3.95046, -2.83910, -2.48426], [4.32224, -0.31491, -3.31258], [2.86304, -0.71993, -4.13487], [4.47073, -1.20662, -5.81113], [3.56348, -2.48536, -5.27247], [6.48733, -1.68533, -6.37250], [7.64400, -2.42092, -5.13514], [6.93572, -1.04807, -4.70660], [0.33688, 2.95884, 3.00088], [1.58654, 3.44731, 2.43867], [1.75009, 2.90247, 1.13668], [3.03554, 3.25279, 0.37897], [3.11316, 4.66987, 0.18094], [2.25824, 5.33624, -0.77853], [2.49111, 4.70033, -2.22401], [1.54439, 5.30885, -3.07584], [2.10401, 6.51772, -3.63103], [-0.55525, 3.19440, 2.42060], [0.14656, 3.43930, 3.96059], [0.44603, 1.87513, 3.04290], [0.94832, 3.43303, 0.62309], [1.63720, 1.82110, 1.05919], [3.42287, 2.60807, -0.40996], [3.87198, 2.91116, 0.98872], [3.06453, 4.99113, 1.13725], [2.57402, 6.37933, -0.76000], [1.21371, 5.26210, -0.47595], [2.19879, 3.65068, -2.19426], [3.49563, 4.78665, -2.63825], [1.41705, 7.09701, -4.24798], [2.94629, 6.28369, -4.28210], [2.42160, 7.12661, -2.78457], [2.46067, -0.15658, 4.04912], [3.42612, -1.19085, 3.93003], [3.04022, -2.16558, 2.94187], [3.67395, -3.55636, 3.17684], [5.12108, -3.54635, 3.03715], [5.79257, -3.18895, 4.30808], [7.25672, -3.51293, 4.22278], [7.46065, -4.91636, 4.36424], [8.62771, -5.26443, 5.09824], [2.19196, 0.16390, 3.04255], [2.91326, 0.70922, 4.53251], [1.51827, -0.44862, 4.51247], [3.29542, -1.87410, 1.92305], [1.98211, -2.41611, 2.86597], [3.31166, -4.14650, 2.33506], [3.35354, -4.25791, 3.94708], [5.35439, -4.51717, 2.88489], [5.28676, -3.72184, 5.11324], [5.55733, -2.13742, 4.47260], [7.70294, -2.98671, 5.06663], [7.70640, -3.11788, 3.31183], [9.51954, -4.76590, 4.71850], [8.81495, -6.33784, 5.06883], [8.48381, -5.16257, 6.17388], [-2.09249, -3.12875, -2.73967], [-2.95606, -3.58035, -1.74177], [-4.25572, -2.96286, -1.72039], [-4.99997, -2.69378, -0.40564], [-4.02584, -2.42480, 0.60746], [-4.56796, -2.14015, 1.94743], [-4.95278, -3.28052, 2.91320], [-6.22563, -3.82093, 2.44070], [-6.85069, -4.66055, 3.48108], [-1.74057, -2.12052, -2.52118], [-2.48426, -3.32573, -3.73758], [-1.29159, -3.84641, -2.56178], [-4.84146, -3.65104, -2.32985], [-4.30679, -1.98437, -2.19795], [-5.50632, -3.59996, -0.07313], [-5.71351, -1.87498, -0.49799], [-3.37897, -3.20011, 0.63088], [-5.42772, -1.47017, 1.95409], [-3.77153, -1.55963, 2.41305], [-4.97088, -2.81738, 3.89974], [-4.05546, -3.89922, 2.92435], [-7.44739, -4.12899, 4.22235], [-6.08993, -5.26890, 3.97025], [-7.54037, -5.34584, 2.98832], [-6.49274, 6.43573, -1.15856], [-6.20179, 5.16520, -0.61898], [-5.17738, 5.11123, 0.43420], [-3.85866, 4.54526, -0.03751], [-3.99567, 3.34257, -0.89022], [-3.85175, 3.62796, -2.34701], [-4.00816, 2.32820, -3.11525], [-3.73523, 2.55935, -4.41505], [-4.74876, 3.28885, -5.17951], [-7.33339, 6.35256, -1.84739], [-5.67893, 6.99759, -1.61695], [-6.83759, 6.99949, -0.29175], [-5.61336, 4.40693, 1.14271], [-5.07494, 6.00971, 1.04276], [-3.24634, 4.35284, 0.84347], [-3.31766, 5.26433, -0.65264], [-3.25496, 2.70146, -0.64440], [-2.87131, 3.99108, -2.65518], [-4.61488, 4.32698, -2.68924], [-4.94087, 1.77571, -3.00162], [-3.30520, 1.54512, -2.83110], [-5.69642, 2.91508, -4.79178], [-4.67234, 3.21777, -6.26449], [-4.57087, 4.34911, -4.99975]], "total_charge": -1, "spin_multiplicity": 2, "lumo_energy_ev": [2.302, 2.301], "s2": 0.751, "energy_ha": -2664.3583, "homo_ev": [0.16, -6.51]}

---

Entry 2:
{"formula": "C32H84AsF12N6O10", "method": "ωB97M-V/def2-TZVPD", "symbols": ["C", "C", "C", "O", "C", "N", "H", "H", "H", "H", "H", "H", "H", "H", "H", "H", "H", "H", "C", "C", "C", "O", "C", "N", "H", "H", "H", "H", "H", "H", "H", "H", "H", "H", "H", "H", "C", "C", "C", "O", "C", "N", "H", "H", "H", "H", "H", "H", "H", "H", "H", "H", "H", "H", "C", "C", "C", "O", "C", "N", "H", "H", "H", "H", "H", "H", "H", "H", "H", "H", "H", "H", "C", "C", "C", "O", "C", "N", "H", "H", "H", "H", "H", "H", "H", "H", "H", "H", "H", "H", "C", "C", "C", "O", "C", "N", "H", "H", "H", "H", "H", "H", "H", "H", "H", "H", "H", "H", "As", "F", "F", "F", "F", "F", "F", "C", "O", "O", "C", "F", "F", "F", "C", "C", "H", "H", "H", "H", "H", "H", "C", "O", "O", "C", "F", "F", "F", "C", "C", "H", "H", "H", "H", "H", "H"], "coordinates": [[4.03915, -1.60244, 2.69012], [5.02311, -1.36706, 1.54117], [5.07756, -2.53420, 0.55822], [3.79769, -2.90867, 0.12810], [3.87918, -3.58622, -1.13921], [4.62528, -0.07516, 0.83263], [4.93224, 0.70425, 1.41618], [5.18952, -0.01765, -0.01656], [3.64364, 0.15896, 0.59685], [3.01068, -1.70388, 2.35353], [4.10707, -0.80034, 3.42714], [4.27220, -2.50755, 3.25009], [6.02824, -1.17409, 1.91049], [5.60020, -3.39501, 0.98255], [5.73593, -2.16004, -0.24115], [4.03582, -4.63903, -0.89910], [4.65630, -3.10706, -1.73370], [2.94070, -3.52015, -1.68942], [3.41364, -0.05026, -5.20486], [4.51429, -0.14910, -6.25306], [5.80653, -0.70913, -5.62765], [6.78658, -0.51253, -6.59790], [8.02733, -1.15397, -6.35467], [4.13306, -1.26039, -7.23019], [3.67867, -2.07576, -6.80718], [3.49604, -0.94030, -7.96583], [4.96349, -1.65098, -7.69749], [2.43391, 0.20383, -5.60808], [3.63931, 0.79497, -4.55181], [3.41815, -0.93551, -4.56898], [4.62540, 0.70430, -6.91452], [5.68613, -1.76740, -5.35752], [6.02800, -0.14580, -4.71513], [7.81486, -2.20226, -6.11256], [8.62250, -0.74064, -5.53584], [8.68087, -1.13328, -7.22231], [-2.28587, 1.10662, 5.26592], [-3.63411, 0.44306, 4.97151], [-3.75996, -0.91146, 5.64237], [-4.83737, -1.64381, 5.14030], [-4.47345, -2.40769, 4.00762], [-4.75964, 1.32353, 5.53614], [-5.66954, 1.11486, 5.10987], [-4.85265, 1.18644, 6.54430], [-4.61556, 2.31336, 5.32218], [-1.52830, 0.47152, 4.80525], [-2.11080, 1.14632, 6.33872], [-2.20600, 2.06320, 4.74874], [-3.82984, 0.29741, 3.91272], [-3.87658, -0.87021, 6.73265], [-2.77888, -1.39805, 5.60174], [-3.83051, -1.84210, 3.31632], [-5.34505, -2.74408, 3.45581], [-3.82333, -3.25045, 4.26851], [0.34883, 4.18411, 1.57224], [1.53109, 4.03167, 2.52735], [1.44426, 2.87255, 3.50597], [2.61868, 2.88082, 4.28026], [2.64539, 1.72026, 5.10630], [2.80140, 3.81301, 1.70797], [2.82837, 3.24174, 0.84651], [3.15436, 4.75289, 1.53546], [3.48703, 3.37981, 2.34090], [0.56635, 4.75995, 0.67234], [-0.47146, 4.64274, 2.11937], [0.03943, 3.21086, 1.18664], [1.82033, 4.99531, 2.94503], [1.26356, 1.99258, 2.87701], [0.57455, 3.00620, 4.15605], [3.53313, 1.74972, 5.73645], [2.70701, 0.80153, 4.51353], [1.77781, 1.67222, 5.76953], [-2.22940, 2.12072, -4.18566], [-3.71615, 2.06860, -4.50139], [-4.40287, 0.72915, -4.54141], [-5.69502, 0.85052, -5.05628], [-6.33036, -0.41030, -5.20610], [-4.41520, 2.90342, -3.40547], [-4.70283, 3.82514, -3.73436], [-5.26307, 2.37703, -3.16861], [-3.86880, 3.05883, -2.54321], [-1.60817, 1.63734, -4.93655], [-2.12455, 1.54766, -3.25827], [-1.80305, 3.09794, -3.96953], [-4.02146, 2.66156, -5.36501], [-4.48166, 0.33788, -3.51460], [-3.78258, -0.01718, -5.04889], [-7.22799, -0.24087, -5.79098], [-6.55243, -0.88784, -4.24960], [-5.69868, -1.10658, -5.76777], [0.78956, -3.88957, 0.62743], [-0.72294, -3.97344, 0.56216], [-1.32655, -3.68748, -0.80435], [-2.65208, -4.21107, -0.85285], [-2.98646, -4.92595, -2.03843], [-1.20967, -5.29115, 1.12174], [-2.22098, -5.46284, 1.07726], [-0.86844, -6.01682, 0.48172], [-0.88283, -5.41916, 2.08680], [1.17105, -3.05591, 0.04485], [1.36472, -4.77001, 0.32523], [1.06754, -3.78751, 1.67915], [-1.15716, -3.27172, 1.27621], [-0.72094, -4.08792, -1.61948], [-1.49734, -2.61004, -0.83252], [-3.95259, -5.40159, -1.89300], [-2.26555, -5.73198, -2.21063], [-3.01898, -4.23780, -2.88470], [0.19513, -2.90334, 4.92971], [-1.11602, -3.93942, 5.41930], [-0.68220, -2.28134, 3.56062], [1.64883, -2.02318, 4.45165], [1.10534, -3.55396, 6.25600], [0.69088, -4.26412, 3.89293], [-0.35873, -1.50416, 5.84010], [1.49510, 1.10350, -0.48423], [1.54659, 0.56432, 0.85275], [2.62029, 1.87434, -0.54812], [1.34362, 0.05597, -1.62143], [2.04251, -1.08689, -1.40191], [0.02038, -0.26133, -1.78460], [1.72554, 0.53534, -2.83045], [0.53334, -0.33970, 1.30474], [-0.86209, 0.29882, 1.49140], [-1.49229, -0.45732, 1.95785], [-0.88384, 1.20290, 2.10303], [-1.24772, 0.64890, 0.53277], [0.80690, -0.71971, 2.29418], [0.45339, -1.23247, 0.68250], [0.65534, 1.79255, -0.66147], [-4.79445, 3.99630, 0.55482], [-4.11009, 4.30687, -0.68591], [-5.99322, 3.59809, 0.20452], [-3.93483, 2.96654, 1.35997], [-3.89931, 1.73807, 0.78033], [-2.64139, 3.35899, 1.46874], [-4.38583, 2.80105, 2.61007], [-3.22223, 5.41563, -0.71625], [-2.12353, 5.17200, -1.74152], [-1.75898, 4.13997, -1.73796], [-2.44957, 5.30664, -2.78024], [-1.32993, 5.90412, -1.58563], [-2.78231, 5.68500, 0.24712], [-3.81029, 6.29240, -1.01191], [-4.80641, 4.94059, 1.13168]], "total_charge": 3, "lumo_energy_ev": -6.241, "energy_ha": -5783.8384, "homo_ev": -11.53, "de_lowest_kj_mol": 105.7}

---

Entry 3:
{"formula": "C32H86O13P", "method": "ωB97M-V/def2-TZVPD", "symbols": ["O", "C", "O", "C", "P", "O", "H", "H", "H", "H", "H", "H", "C", "C", "C", "O", "H", "H", "H", "H", "H", "H", "H", "H", "C", "C", "C", "O", "H", "H", "H", "H", "H", "H", "H", "H", "C", "C", "C", "O", "H", "H", "H", "H", "H", "H", "H", "H", "C", "C", "C", "O", "H", "H", "H", "H", "H", "H", "H", "H", "C", "C", "C", "O", "H", "H", "H", "H", "H", "H", "H", "H", "C", "C", "C", "O", "H", "H", "H", "H", "H", "H", "H", "H", "C", "C", "C", "O", "H", "H", "H", "H", "H", "H", "H", "H", "C", "C", "C", "O", "H", "H", "H", "H", "H", "H", "H", "H", "C", "C", "C", "O", "H", "H", "H", "H", "H", "H", "H", "H", "C", "C", "C", "O", "H", "H", "H", "H", "H", "H", "H", "H"], "coordinates": [[4.46248, -2.21282, -0.61970], [3.80491, -1.80190, -1.48335], [3.95303, -0.55931, -2.02465], [2.68943, -2.76046, -2.02225], [1.17204, -2.30902, -1.04850], [-0.05058, -1.87580, -1.98932], [3.21550, -0.03930, -1.64978], [2.50020, -2.58760, -3.09945], [2.92403, -3.81451, -1.82594], [1.46422, -1.18104, -0.23908], [0.84975, -3.38032, -0.19324], [-0.18923, -0.90560, -1.93337], [-3.34336, 0.24377, -0.54794], [-2.17547, -0.24739, 0.29045], [-2.47819, -0.14173, 1.77339], [-1.00237, 0.52466, -0.01892], [-3.55390, 1.29592, -0.33888], [-3.11111, 0.17130, -1.61316], [-4.24359, -0.33842, -0.34682], [-1.95180, -1.28704, 0.03465], [-2.66076, 0.89768, 2.06110], [-1.62853, -0.48923, 2.36572], [-3.35415, -0.73615, 2.03648], [-1.18525, 1.44574, 0.20259], [-5.93151, -4.64775, 2.58922], [-4.63629, -3.88630, 2.36928], [-3.70219, -4.02534, 3.56233], [-4.92733, -2.50090, 2.15013], [-6.46852, -4.26112, 3.46085], [-6.59532, -4.53081, 1.73196], [-5.74262, -5.71101, 2.74106], [-4.14161, -4.25743, 1.47180], [-4.16320, -3.61682, 4.46632], [-2.77941, -3.46462, 3.39498], [-3.44702, -5.07099, 3.74413], [-5.36699, -2.16142, 2.93902], [-4.79887, -7.80210, -1.73771], [-5.39012, -7.25936, -0.44602], [-6.89783, -7.09577, -0.55416], [-4.79252, -5.99745, -0.13795], [-4.98754, -7.11569, -2.56839], [-3.71569, -7.90582, -1.64938], [-5.22294, -8.77574, -1.98840], [-5.15255, -7.93451, 0.37832], [-7.15484, -6.38627, -1.34623], [-7.30743, -6.69736, 0.37603], [-7.38432, -8.04859, -0.76971], [-4.99396, -5.38873, -0.85860], [4.23950, 3.07179, -1.04387], [2.75457, 3.35280, -0.88939], [2.50166, 4.81112, -0.55041], [2.21616, 2.51619, 0.14419], [4.77576, 3.27779, -0.11353], [4.40831, 2.01739, -1.27826], [4.67604, 3.67890, -1.83840], [2.23283, 3.09516, -1.81491], [2.97816, 5.07727, 0.39725], [1.43181, 4.99688, -0.43147], [2.88503, 5.47074, -1.32929], [2.67134, 2.73715, 0.96850], [-6.12507, -8.69551, 3.78354], [-6.94146, -7.87083, 4.76822], [-7.42949, -8.72007, 5.93154], [-8.06084, -7.29696, 4.09387], [-6.72981, -9.50206, 3.35902], [-5.79076, -8.07507, 2.94899], [-5.24889, -9.13416, 4.26502], [-6.33519, -7.04476, 5.14563], [-8.07671, -9.52729, 5.57704], [-8.02121, -8.11783, 6.62252], [-6.59368, -9.15949, 6.47925], [-8.60348, -8.01891, 3.75569], [5.66857, -5.79376, -5.66350], [5.02672, -5.12311, -4.46067], [4.73202, -6.13054, -3.35918], [3.81163, -4.47920, -4.86295], [5.00004, -6.54720, -6.08967], [5.86637, -5.06281, -6.44859], [6.60825, -6.27673, -5.39182], [5.68886, -4.34408, -4.07799], [4.03332, -6.89520, -3.71009], [4.26294, -5.63938, -2.50294], [5.64382, -6.62305, -3.01948], [3.21750, -5.15770, -5.20546], [3.87804, 1.00118, 3.24021], [5.14755, 1.80191, 2.98905], [6.09343, 1.72140, 4.17647], [4.81091, 3.16740, 2.73797], [3.33664, 1.39145, 4.10674], [3.20257, 1.07472, 2.38429], [4.10344, -0.05257, 3.41711], [5.64805, 1.42517, 2.09469], [5.62727, 2.13622, 5.07415], [6.99520, 2.30606, 3.98829], [6.38290, 0.68903, 4.38144], [4.36666, 3.51332, 3.52363], [2.04095, 8.10980, -4.47842], [1.82885, 7.83500, -2.99874], [1.17347, 9.01954, -2.30625], [3.08485, 7.55287, -2.37586], [2.70228, 8.96988, -4.62290], [2.52052, 7.25642, -4.96187], [1.09402, 8.30946, -4.98302], [1.20502, 6.94685, -2.87625], [1.80582, 9.90894, -2.37887], [1.03468, 8.81333, -1.24317], [0.20152, 9.24680, -2.74789], [3.64634, 8.33022, -2.47665], [4.07864, 4.95230, 7.42294], [4.90719, 5.17159, 6.16618], [6.13932, 6.01441, 6.45381], [4.10793, 5.81794, 5.17445], [3.72571, 5.90582, 7.82521], [3.19311, 4.35448, 7.19861], [4.65758, 4.44190, 8.19479], [5.21124, 4.20741, 5.75467], [5.85400, 7.00295, 6.82427], [6.71696, 6.17090, 5.54137], [6.78155, 5.53659, 7.19583], [3.83314, 6.67234, 5.52674], [-1.86807, 6.92399, -8.17572], [-1.92217, 7.68592, -6.86051], [-2.91639, 8.83474, -6.92881], [-0.62430, 8.19332, -6.54735], [-1.54486, 7.57888, -8.98979], [-1.14474, 6.10880, -8.11647], [-2.84375, 6.50697, -8.43167], [-2.20187, 7.00596, -6.05360], [-2.62722, 9.55172, -7.70238], [-2.93869, 9.37851, -5.98290], [-3.92306, 8.47428, -7.14784], [-0.36358, 8.79687, -7.25328]], "total_charge": 1, "lumo_energy_ev": -3.502, "energy_ha": -2590.0224, "homo_ev": -11.38}